[1]
C25H40N4O3RuS | ωB97M-V/def2-TZVPD

```
74
Properties=species:S:1:pos:R:3:mulliken_charge:R:1
Ru -0.393 0.564 0.785 0.585
C -2.262 0.801 3.763 -2.095
C -1.435 1.434 2.679 0.857
C -2.035 1.980 1.514 1.834
C -3.505 1.840 1.254 -2.454
C -1.240 2.711 0.576 0.375
C -1.918 3.394 -0.581 -2.091
C 0.166 2.769 0.736 1.547
C 1.003 3.438 -0.317 -2.604
C 0.788 2.166 1.865 0.564
C 2.264 2.348 2.113 -2.003
C -0.020 1.500 2.834 1.485
C 0.614 0.811 4.001 -2.447
H -3.307 1.079 3.694 0.483
H -1.901 1.130 4.737 0.459
H -2.189 -0.288 3.741 0.395
H -4.024 2.740 1.595 0.428
H -3.936 0.994 1.778 0.441
H -3.710 1.725 0.191 0.562
H -1.315 4.202 -0.980 0.512
H -2.863 3.826 -0.257 0.442
H -2.143 2.700 -1.394 0.397
H 1.028 4.517 -0.141 0.421
H 0.590 3.290 -1.313 0.631
H 2.032 3.086 -0.306 0.602
H 2.609 3.297 1.711 0.542
H 2.870 1.553 1.677 0.237
H 2.470 2.363 3.180 0.526
H 0.631 1.493 4.856 0.443
H 1.634 0.507 3.788 0.566
H 0.054 -0.074 4.291 0.507
N 0.871 0.032 -0.820 -0.571
C 1.965 -0.851 -0.312 0.727
C 2.657 -1.658 -1.409 -1.089
C 1.866 -2.849 -1.987 -0.540
C 2.436 -4.221 -1.630 -1.063
N 3.678 -4.468 -2.373 -0.084
C 4.565 -5.423 -2.077 0.781
N 5.574 -5.668 -2.909 -0.364
N 4.458 -6.122 -0.952 -0.300
C 1.380 -1.665 0.846 0.141
O 1.701 -2.801 1.073 -0.638
O 0.518 -0.993 1.591 -0.355
H 0.299 -0.480 -1.494 0.311
H 1.269 0.827 -1.314 0.443
H 2.698 -0.182 0.145 -0.098
H 3.616 -2.003 -1.018 0.553
H 2.907 -0.949 -2.202 0.385
H 1.817 -2.769 -3.076 0.568
H 0.824 -2.832 -1.651 0.110
H 1.708 -5.000 -1.866 0.288
H 2.644 -4.239 -0.563 0.488
H 3.741 -4.073 -3.300 0.238
H 5.662 -5.189 -3.789 0.196
H 6.256 -6.381 -2.710 0.206
H 3.717 -5.956 -0.294 0.197
H 5.138 -6.825 -0.713 0.214
C -2.214 -3.216 0.630 -1.159
S -2.699 -1.505 0.762 0.769
O -1.618 -0.797 -0.131 -0.617
C -4.186 -1.459 -0.179 0.627
C -4.173 -1.590 -1.564 -0.376
C -5.381 -1.573 -2.237 -0.779
C -6.574 -1.446 -1.529 -0.467
C -6.571 -1.324 -0.147 -0.770
C -5.366 -1.321 0.543 -0.469
H -2.166 -3.491 -0.422 0.407
H -2.975 -3.802 1.145 0.455
H -1.249 -3.322 1.126 0.375
H -3.240 -1.689 -2.103 0.363
H -5.400 -1.668 -3.314 0.434
H -7.514 -1.443 -2.064 0.434
H -7.501 -1.230 0.395 0.438
H -5.352 -1.229 1.623 0.448
```

Output
ΔE to the lowest compared entry with this formula, charge and spin, kcal/mol: 0.00
Multiplicity: 2
HOMO level (spin up / spin down), Ha: -0.616 / -0.616
Orbital gap (spin up / spin down), eV: 8.526 / 6.624
Net charge: +3
Molecular weight, g/mol: 577.76

---

[2]
C25H40N4O4 | ωB97M-V/def2-TZVPD

```
73
Properties=species:S:1:pos:R:3:mulliken_charge:R:1
C 2.792 3.606 0.235 -0.493
O 1.596 3.593 0.988 -0.475
C 0.425 3.359 0.342 0.502
C 0.289 3.187 -1.032 0.080
C -0.961 2.943 -1.576 -0.810
C -2.093 2.875 -0.779 0.660
C -3.450 2.581 -1.363 -1.643
N -3.813 1.185 -1.185 -0.032
C -4.588 0.771 -0.168 0.321
O -5.130 1.508 0.629 -0.678
C -4.690 -0.768 -0.098 -0.488
N -3.459 -1.252 0.506 0.118
C -2.340 -1.456 -0.213 -0.162
O -2.306 -1.303 -1.422 -0.754
C -1.119 -1.845 0.611 0.800
C -0.412 -0.537 1.014 -1.205
C 0.529 -0.108 -0.099 -0.127
N 1.619 -1.060 -0.215 0.452
C 2.823 -0.607 -0.599 -0.002
O 2.995 0.559 -0.922 -0.766
C 3.972 -1.623 -0.603 0.654
N 3.739 -2.549 -1.709 -0.594
C 5.317 -0.888 -0.685 -1.502
C 5.685 -0.137 0.600 1.298
C 6.134 -1.094 1.702 -1.540
C 6.790 0.876 0.309 -1.709
C 1.298 -2.441 0.087 -0.663
C -0.170 -2.715 -0.225 -1.658
C -5.915 -1.235 0.692 0.766
C -7.189 -0.772 -0.011 -1.562
C -5.916 -2.755 0.841 -1.550
C -1.951 3.044 0.595 -0.344
C -0.713 3.284 1.151 -0.739
H 2.958 2.649 -0.269 0.099
H 2.790 4.417 -0.500 0.361
H 3.587 3.780 0.958 0.244
H 1.149 3.223 -1.681 0.394
H -1.050 2.809 -2.644 0.329
H -4.216 3.169 -0.852 0.426
H -3.466 2.807 -2.432 0.452
H -3.284 0.493 -1.702 0.314
H -4.720 -1.171 -1.116 0.420
H -3.420 -1.251 1.514 0.417
H -1.446 -2.377 1.509 0.577
H -1.138 0.258 1.197 0.250
H 0.159 -0.687 1.933 0.508
H 0.965 0.868 0.114 0.210
H -0.021 -0.033 -1.043 0.163
H 3.928 -2.209 0.322 0.187
H 3.703 -2.031 -2.582 0.253
H 4.511 -3.205 -1.778 0.286
H 6.104 -1.612 -0.919 0.480
H 5.254 -0.171 -1.506 0.260
H 4.800 0.409 0.941 -0.088
H 6.378 -0.539 2.606 0.424
H 5.356 -1.812 1.950 0.357
H 7.021 -1.642 1.389 0.323
H 7.066 1.411 1.215 0.431
H 7.676 0.372 -0.075 0.353
H 6.456 1.601 -0.429 0.401
H 1.500 -2.654 1.146 0.126
H 1.924 -3.088 -0.530 0.717
H -0.350 -2.498 -1.280 0.268
H -0.381 -3.771 -0.059 0.484
H -5.876 -0.766 1.682 0.254
H -8.063 -1.106 0.543 0.423
H -7.240 -1.183 -1.017 0.357
H -7.216 0.311 -0.071 0.359
H -6.786 -3.072 1.410 0.451
H -5.024 -3.107 1.354 0.319
H -5.955 -3.227 -0.138 0.340
H -2.825 2.988 1.227 0.478
H -0.595 3.421 2.214 0.443
```

Output
SMILES: COc1ccc(CNC(=O)[C@@H](NC(=O)C2CCN(C(=O)[C@@H](N)CC(C)C)CC2)C(C)C)cc1
ΔE to the lowest compared entry with this formula, charge and spin, kcal/mol: 2.20
Multiplicity: 1
HOMO level, Ha: -0.301
Orbital gap, eV: 8.826
Molecular weight, g/mol: 460.62

---

[3]
C25H41Br3Cl12FINO3 | ωB97M-V/def2-TZVPD

```
87
Properties=species:S:1:pos:R:3:mulliken_charge:R:1
C 2.615 -1.775 1.974 -0.929
C 1.295 -1.038 2.254 1.060
C 0.127 -1.966 2.609 -1.307
C -1.210 -1.509 2.077 -0.363
O -1.263 -1.597 0.626 -0.331
C -2.497 -1.313 0.104 0.059
F -3.448 -2.051 0.794 -0.473
N -2.488 -1.938 -1.271 -0.022
C -2.077 -1.096 -2.475 0.870
C -1.357 -2.036 -3.454 -1.311
C -1.847 -2.006 -4.896 -0.814
O -0.765 -1.673 -5.725 -0.163
C -1.140 -1.325 -7.045 -0.266
C -1.685 0.084 -7.154 -1.017
C -1.289 0.079 -1.977 -2.381
I -0.552 1.141 -3.665 0.211
C -2.043 0.993 -0.954 1.508
Br -3.270 2.203 -1.867 0.031
C -0.956 1.785 -0.210 -0.086
C -1.367 2.984 0.651 -0.326
C -1.371 4.376 -0.001 -0.824
C -0.234 4.650 -0.970 0.158
O -0.394 5.938 -1.523 -0.428
C -0.539 5.970 -2.922 -0.593
C -2.899 0.162 0.092 1.003
C -4.416 0.315 0.079 -0.401
Br -5.350 -0.546 -1.325 -0.004
C -5.119 0.982 1.058 0.339
C -4.549 1.683 2.268 -1.346
Br -6.978 1.174 0.996 -0.114
H 2.937 -1.595 0.953 0.294
H 3.393 -1.373 2.620 -0.121
H 2.529 -2.851 2.119 0.350
H 1.454 -0.319 3.058 0.322
H 1.001 -0.477 1.361 -0.704
H 0.007 -2.085 3.686 0.382
H 0.323 -2.962 2.196 0.510
H -2.018 -2.120 2.477 0.529
H -1.395 -0.461 2.347 0.016
H -3.415 -2.336 -1.431 0.624
H -1.827 -2.714 -1.202 0.649
H -2.985 -0.732 -2.961 0.397
H -1.478 -3.062 -3.098 0.354
H -0.280 -1.835 -3.454 0.477
H -2.693 -1.320 -5.021 0.496
H -2.210 -3.007 -5.167 0.297
H -1.850 -2.063 -7.434 0.316
H -0.226 -1.415 -7.635 0.304
H -0.886 0.809 -6.963 0.187
H -2.074 0.261 -8.155 0.400
H -2.470 0.286 -6.417 0.267
H -0.406 -0.301 -1.457 0.503
H -0.172 2.054 -0.918 0.881
H -0.503 1.041 0.458 -0.771
H -0.721 3.004 1.533 0.633
H -2.380 2.800 1.025 -0.464
H -1.294 5.110 0.807 0.396
H -2.319 4.586 -0.503 0.149
H -0.222 3.905 -1.776 0.085
H 0.729 4.618 -0.453 0.107
H 0.343 5.568 -3.435 0.261
H -1.428 5.414 -3.244 0.245
H -0.660 7.015 -3.205 0.272
H -2.566 0.511 1.073 -0.435
H -3.585 1.289 2.581 0.167
H -5.238 1.575 3.106 0.558
H -4.464 2.758 2.072 0.340
C 3.542 -1.681 -3.883 -0.130
Cl 2.539 -2.030 -5.286 -0.084
Cl 2.756 -0.469 -2.859 -0.049
Cl 3.893 -3.146 -2.971 -0.124
H 4.479 -1.263 -4.224 0.383
C 5.403 -2.088 5.393 -0.009
Cl 5.478 -2.559 7.086 -0.082
Cl 5.150 -3.493 4.359 -0.127
Cl 4.149 -0.870 5.137 -0.070
H 6.350 -1.643 5.122 0.295
C 6.719 -4.718 10.514 0.130
Cl 5.038 -4.623 9.981 -0.134
Cl 6.928 -3.933 12.076 -0.113
Cl 7.269 -6.389 10.562 -0.115
H 7.324 -4.188 9.791 0.229
C 3.873 2.270 2.291 -0.170
Cl 5.126 1.033 2.295 -0.086
Cl 2.734 2.007 0.959 -0.066
Cl 3.016 2.329 3.829 -0.116
H 4.345 3.230 2.133 0.427
```

Output
ΔE to the lowest compared entry with this formula, charge and spin, kcal/mol: 0.00
Multiplicity: 1
HOMO level, Ha: -0.426
Orbital gap, eV: 9.150
Net charge: +1
Molecular weight, g/mol: 1214.66

---

Look up the multiplicity of the third one.
1

---

Which of these has the lowest molecular weight?
C25H40N4O4

---

Which of these has the lowest molecular weight?
C25H40N4O4